Here is a structure of composition C27H46N13PS3Ti from the OMol25 dataset. Energies are from ωB97M-V/def2-TZVPD.

Orbital gap (spin up / spin down) in eV: 5.11 / 6.97
HOMO energy (spin up / spin down) in eV: -5.067 / -6.981
Energy above the lowest of the compared OMol25 structures with the same formula, charge and spin in kJ/mol: 2.6
Multiplicity: 3

XYZ file:
```
91
Properties=species:S:1:pos:R:3:forces:R:3
Ti -0.559124 -0.366052 0.257024 -0.305 0.230 -0.350
N -3.936487 0.784882 3.053719 -0.003 -0.003 -0.024
C -2.801808 0.615776 2.284333 0.100 0.056 -0.033
S -2.505287 -1.010933 1.701013 0.124 -0.095 -0.051
N -2.086045 1.665770 2.044406 -0.101 0.000 -0.043
N -1.035034 1.432359 1.187380 0.114 -0.015 -0.041
C -0.249255 2.462415 0.920305 0.024 -0.078 0.163
C 0.859065 2.256069 0.081580 -0.062 0.062 0.002
C 1.668227 3.323275 -0.387998 0.115 -0.047 0.048
C 2.672711 3.082047 -1.275613 -0.009 -0.080 -0.044
C 2.876257 1.751812 -1.739160 -0.018 0.073 -0.007
C 2.061744 0.764279 -1.251512 -0.004 0.016 0.031
N 1.099055 0.957262 -0.333747 -0.178 0.011 0.033
H -4.232137 -0.035206 3.555719 0.000 -0.009 0.005
H -3.944789 1.639793 3.588498 0.017 0.011 0.009
H -0.447658 3.432157 1.364126 -0.072 0.001 -0.048
H 1.454120 4.326480 -0.040931 0.009 -0.008 0.015
H 3.288439 3.892854 -1.643619 0.004 -0.006 -0.001
H 3.631290 1.515845 -2.476004 0.003 0.004 -0.003
H 2.186510 -0.258035 -1.592411 0.009 -0.049 -0.005
N 0.278249 -2.521219 -0.087839 -0.011 0.022 0.027
N 0.471953 -2.869181 -1.441287 0.054 -0.011 0.054
C 1.710307 -3.021567 -1.923596 0.050 0.054 0.018
N 1.786293 -3.207571 -3.255589 0.020 0.031 -0.013
S 3.102543 -2.994530 -0.965915 -0.074 0.006 -0.009
H 1.194792 -2.602698 0.361941 -0.049 0.037 0.019
H -0.301631 -3.241361 0.341075 -0.020 0.044 0.021
H -0.293060 -2.548546 -2.041525 0.003 0.024 -0.051
H 0.962928 -3.274818 -3.830074 0.003 -0.010 0.007
H 2.694979 -3.252649 -3.678147 -0.001 -0.046 0.008
S 0.833954 -0.931362 2.645896 0.115 0.057 -0.098
C 2.269541 -0.064564 2.455403 -0.029 -0.128 0.261
N 3.123436 -0.356668 1.429150 0.007 -0.070 -0.251
C 4.181152 0.407681 1.102417 -0.013 0.011 0.015
C 4.489527 1.473789 1.887438 0.002 0.002 0.045
C 3.679465 1.651395 3.025696 0.039 0.010 -0.070
N 2.628754 0.922384 3.311102 -0.066 0.024 -0.107
H 2.890756 -1.141210 0.816832 -0.016 0.093 0.099
H 4.718244 0.114558 0.212027 0.039 0.001 0.027
H 5.320413 2.123450 1.664815 -0.004 0.002 -0.002
H 3.912851 2.440337 3.734203 0.012 -0.010 0.004
N -1.326257 -0.338050 -1.472370 0.300 -0.302 0.387
P -2.230560 -0.724947 -2.646123 -0.028 0.039 0.029
N -2.222316 -2.405902 -2.937377 -0.015 0.026 -0.035
C -2.500188 -2.956925 -4.279526 0.013 0.019 0.001
C -2.858300 -4.438668 -4.196625 -0.020 -0.017 -0.010
C -1.977955 -5.130548 -3.164960 0.014 -0.001 0.006
C -2.297552 -4.587863 -1.764475 0.004 -0.023 0.038
C -2.850709 -3.161866 -1.838787 -0.008 0.008 -0.031
N -3.800186 -0.257278 -2.452513 -0.017 0.072 -0.012
C -4.207327 0.589128 -1.321151 -0.018 -0.035 0.002
C -5.538295 0.092080 -0.785558 -0.002 -0.010 0.025
C -6.643822 0.217730 -1.849592 -0.006 -0.001 -0.005
C -6.052683 0.263048 -3.263904 0.009 0.025 0.003
C -4.845756 -0.655028 -3.397385 -0.002 -0.017 0.001
N -1.771825 -0.143508 -4.157587 0.017 0.011 -0.063
C -2.119292 1.258291 -4.429381 0.024 -0.016 0.026
C -1.908497 1.572624 -5.903146 -0.012 -0.002 -0.015
C -0.470084 1.283527 -6.319909 0.013 0.021 0.005
C -0.090747 -0.146788 -5.950857 -0.001 -0.014 -0.020
C -0.362296 -0.400570 -4.476390 -0.001 -0.023 0.035
H -1.598276 -2.847839 -4.891172 -0.012 -0.001 0.000
H -3.285220 -2.402652 -4.797922 -0.018 -0.009 0.008
H -2.742636 -4.881422 -5.187303 0.010 -0.004 0.004
H -3.909545 -4.562375 -3.921765 0.002 -0.001 0.005
H -0.926957 -4.937427 -3.409167 -0.004 0.006 0.001
H -2.104313 -6.213224 -3.197476 -0.005 0.003 0.002
H -1.399382 -4.622582 -1.144505 -0.027 -0.022 -0.010
H -3.039589 -5.218377 -1.270186 -0.012 -0.004 -0.019
H -2.673352 -2.621229 -0.906708 -0.004 0.012 0.012
H -3.939297 -3.184651 -1.968941 -0.002 -0.013 -0.005
H -4.281992 1.640195 -1.629013 -0.004 -0.005 0.000
H -3.436767 0.524061 -0.558074 0.009 0.009 -0.006
H -5.796911 0.638047 0.122591 0.005 0.012 -0.008
H -5.402400 -0.951454 -0.488973 -0.002 -0.001 -0.002
H -7.231006 1.122947 -1.682111 -0.003 -0.003 0.001
H -7.338813 -0.621103 -1.766122 0.005 -0.004 -0.004
H -5.737384 1.282141 -3.504118 0.001 -0.002 0.002
H -6.801405 -0.013715 -4.008182 0.001 -0.009 0.002
H -4.454097 -0.607950 -4.418192 -0.002 0.005 -0.007
H -5.158674 -1.694333 -3.221387 0.004 0.000 0.003
H -1.502061 1.928543 -3.812178 0.006 0.002 -0.008
H -3.157936 1.422733 -4.146423 -0.018 -0.002 0.003
H -2.159935 2.619061 -6.089057 0.003 0.002 0.007
H -2.596319 0.961066 -6.495798 0.009 -0.005 0.000
H 0.199559 1.975143 -5.797018 -0.002 -0.003 0.005
H -0.332865 1.457400 -7.388892 -0.010 -0.011 -0.003
H 0.964800 -0.332514 -6.164573 0.003 0.001 0.008
H -0.677622 -0.851822 -6.548828 -0.006 0.007 0.001
H 0.286722 0.232837 -3.853383 -0.004 0.016 -0.003
H -0.128265 -1.434857 -4.215115 -0.014 0.048 -0.016
```
Forces are in eV/Å.